C42H49BCl3MnN4O8 | wB97M-V/def2-TZVPD

Geometry (Å):
C  -1.7853  -1.3187  -1.7525
H  -4.4198  -1.3613  -2.2546
H  -4.4755  -2.8229  -3.2677
H  1.3737  5.7343  0.2520
C  2.0241  4.8828  0.3721
C  3.7376  2.7258  0.7315
C  -1.8468  -3.4443  -3.1449
O  -0.0906  1.2130  -1.3395
H  -2.3670  -0.2784  5.0401
H  -0.3137  -0.7663  -3.8984
C  4.7398  1.6175  0.9735
H  -0.0984  2.7321  1.8835
H  -1.9032  4.0498  0.8635
C  -4.0634  -3.2001  -1.1866
C  1.6020  2.2980  -4.9174
C  -3.2645  -1.4726  2.3781
H  -3.8106  -1.1513  3.2663
C  4.3304  -2.8538  2.6622
C  1.4357  -4.4198  2.5115
O  -1.2074  -1.2427  1.1932
N  1.4875  -0.7086  2.3585
H  4.3653  -2.2712  -0.0790
H  -2.8271  -0.2587  -3.8901
H  3.4456  -4.0769  1.1528
H  -2.4807  -3.1061  1.7853
C  0.2979  2.6758  -4.6375
C  3.4327  -2.0813  0.4497
H  4.2453  -3.6013  3.4507
H  0.1639  5.7433  2.3210
H  -1.4455  -3.7295  4.1001
H  -0.0740  -5.6430  3.4009
C  0.1137  -2.7058  -1.7989
C  -3.9598  -2.3349  -2.4374
C  0.2551  -4.6359  3.1885
C  1.5306  3.7166  0.9432
C  -0.9827  -1.0794  3.6089
H  -0.3378  -0.1978  3.6888
C  1.8957  -3.1396  2.2172
O  -2.7466  1.3742  2.9194
H  3.7213  5.9044  -0.4418
H  -0.9838  -0.3770  -5.4760
H  3.0798  1.9213  3.4678
H  3.3345  1.1994  -4.2638
H  -0.1354  -4.4871  -2.7735
C  2.3325  1.5215  -4.0313
N  1.9432  1.4125  1.7184
H  3.4466  -1.0647  0.8186
H  0.7969  4.4999  3.3964
H  2.5047  -0.5991  4.2509
O  -3.1883  -2.8750  2.4008
H  6.3490  2.8387  1.7553
H  -0.2847  3.2422  -5.3463
B  1.1947  0.2383  1.3135
C  1.7496  1.1489  -2.8407
H  6.1582  0.3922  -0.0842
C  -1.7777  -1.1845  4.9077
H  -3.6717  -4.1974  -1.3781
H  4.8433  0.9930  -1.0952
C  2.3797  2.6138  1.0885
C  3.2690  -3.0823  1.5810
C  4.1938  3.9186  0.1883
C  -0.5140  -3.5590  3.5839
C  5.7265  2.0076  2.0795
H  -0.6448  -2.0575  -5.0596
C  0.4383  1.5416  -2.4614
N  -0.6201  -3.6161  -2.5883
Mn  -0.4800  -0.0176  0.0438
Cl  2.3167  2.7696  -6.4181
C  0.1263  3.7239  1.4910
C  -1.0025  -1.1064  -4.6702
C  -2.4907  -2.1096  -2.8411
C  -2.4199  -1.2459  -4.1247
H  -3.4964  -2.7569  -0.3718
H  2.0386  -5.2632  2.2087
H  -3.0585  -1.7128  -4.8785
Cl  -1.8988  2.7220  -3.0920
C  -2.0384  0.7187  2.1790
C  -1.8691  -0.8227  2.3309
Cl  2.5512  0.0979  -1.7435
C  -0.1056  -2.2671  3.2916
C  2.2469  -0.0978  3.3373
H  -5.1003  -3.2900  -0.8708
H  4.2019  0.7268  1.2982
H  -0.7341  4.9819  -0.0758
C  3.3445  4.9887  -0.0118
H  -2.4416  -2.0450  4.9146
H  -0.9450  4.6273  3.1278
O  -2.3563  -4.2965  -3.8404
H  6.1572  2.0752  -0.6070
C  5.5226  1.2515  -0.2885
N  -0.5037  -1.5758  -1.4096
C  1.0924  -2.0552  2.5878
H  -0.8993  3.2383  -0.3301
O  -1.3149  1.1610  1.2232
C  0.0295  4.7164  2.6535
C  -0.2603  2.3043  -3.4323
C  2.5195  1.1622  2.9537
O  -2.3700  -0.3799  -1.2207
H  5.2105  2.3021  2.9898
H  6.3729  1.1640  2.3129
H  2.6121  -2.1905  -0.2477
O  1.2494  -3.0184  -1.5173
C  -0.9143  4.0276  0.4147
H  -1.0870  -1.2676  5.7470
H  5.3223  -2.9276  2.2198
H  5.2361  4.0167  -0.0748
H  4.2177  -1.8647  3.0988
H  -3.8166  -1.1276  1.4880

As for the charge: -1. The value obtained for the orbital gap (spin up / spin down) is 6.1659 / 7.7164 eV. As for the spin multiplicity: 2.

C2HO2P2 | wB97M-V/def2-TZVPD

Geometry (Å):
C  0.0249  -0.7633  0.5315
P  -1.8019  -0.2512  0.4187
P  -0.6521  -0.0011  2.0437
H  0.1751  -1.8858  0.5544
O  -0.2638  1.5254  -1.1288
C  0.7007  0.8365  -1.0958
O  1.8171  0.5395  -1.3237

As for the charge: -1. The value obtained for the orbital gap (spin up / spin down) is 6.1101 / 6.0750 eV.

C36H48N5O2 | wB97M-V/def2-TZVPD

Geometry (Å):
H  2.9073  4.0908  -3.0413
N  5.6313  -2.0470  3.0583
C  6.3909  -3.1384  2.8614
H  -3.6190  -2.1141  1.5417
H  -1.4480  4.4793  3.4737
H  9.4979  -1.9078  3.3114
C  4.8454  3.2669  -2.5735
C  -1.9355  3.5537  3.7545
C  -0.3081  4.2086  -5.6755
C  -5.9844  -2.4237  0.4425
C  -2.3958  -5.9514  -1.5618
N  -2.4777  1.2734  3.1995
O  -4.8923  -1.3349  -2.4664
C  -1.8984  2.4528  2.9142
H  -5.7495  -1.7975  1.3988
C  -1.9126  -1.3646  -1.1022
H  -3.5818  0.2245  4.5811
H  3.0445  -2.3100  -0.3141
N  -4.5342  -1.1943  -1.1938
H  5.6418  -0.0394  3.5035
H  -4.8115  -4.6657  -0.9083
H  0.6333  -0.4296  1.6016
H  -3.7592  2.1058  6.2126
H  -3.9556  1.4668  -0.0138
H  -2.9487  -6.9307  -1.8223
C  -0.5253  6.2977  -3.9467
C  -1.1441  -1.8149  1.4228
H  -0.1937  3.3607  -6.3397
C  8.4160  -1.9467  3.2407
O  1.2794  -2.4693  1.7611
C  -4.5989  -2.4872  -0.4451
C  2.8107  2.4728  -1.6288
C  -3.2827  0.5539  0.2570
C  -1.9183  -2.4363  0.1101
C  4.7739  1.4693  -1.0147
H  8.1253  0.1452  3.6806
H  -4.1365  1.1250  -2.5139
C  2.6218  -1.9348  1.9178
H  -3.8140  -0.0073  1.1059
H  -1.8323  -1.9567  -2.1051
H  1.7314  2.5042  -1.5148
C  -1.2833  6.3201  -5.1063
H  5.8433  -4.0463  2.6273
C  -2.6127  3.4366  4.9602
H  5.2535  0.7010  -0.4162
H  8.3357  -4.0519  2.7759
C  -4.8581  -3.6760  -1.5276
H  0.6320  -1.5104  0.0040
C  -3.2449  -0.4579  -1.0366
H  -2.3805  1.3716  -2.0003
H  -2.6651  4.2770  5.6445
C  3.4638  3.3541  -2.4746
H  -3.5613  -3.8683  0.9797
C  7.6569  -0.8032  3.4472
C  -3.4148  -2.7756  0.6015
C  -3.1506  0.5562  -2.3290
H  -0.3845  -4.0543  0.5531
H  -6.3067  -3.4701  0.7867
C  -1.0245  -3.7018  -0.3550
H  -5.9307  -3.6497  -1.9656
C  0.4040  4.2776  -4.4891
H  2.5419  -1.0216  2.6326
N  3.4360  1.5330  -0.8982
C  5.5181  2.3073  -1.8296
H  -2.7203  0.0428  -3.2609
H  -1.3841  2.4962  1.9591
C  -3.1253  1.1876  4.3745
N  0.3138  5.2996  -3.6204
H  6.5958  2.2121  -1.8821
C  -1.8404  -4.9802  -0.8568
H  -1.0149  -0.6385  -1.0699
H  -1.1194  -2.7022  2.1837
C  3.3335  -1.5299  0.5039
C  0.4087  -1.4564  1.1293
H  -4.0350  -3.7693  -2.3225
H  -0.2435  -3.3179  -1.1299
C  -1.1686  5.2524  -5.9860
C  -3.2221  2.2314  5.2804
H  4.4817  -1.5062  0.6341
H  -1.9457  7.1507  -5.3173
H  1.0869  3.4848  -4.2002
H  5.3929  3.9407  -3.2243
H  -6.8040  -1.8726  -0.1768
H  2.9612  -0.4979  0.1358
H  -1.7379  -0.9788  1.9379
C  6.2786  -0.9046  3.3475
H  -0.5773  7.1108  -3.2294
H  -1.7446  5.2342  -6.9052
H  -2.2155  0.9185  0.5470
C  7.7741  -3.1408  2.9423
H  3.2792  -2.7306  2.4457

The value obtained for the orbital gap (spin up / spin down) is 8.8262 / 9.5335 eV. As for the spin multiplicity: 2.

C4H4O2 | wB97M-V/def2-TZVPD

Geometry (Å):
C  -0.4176  -0.7621  0.0944
C  0.8267  -0.3741  -0.8251
C  -0.3851  0.5185  0.8752
H  -0.5505  -1.7990  0.3842
O  -0.5353  -0.4214  -1.2733
O  -1.1494  1.5502  0.3453
H  -0.5297  0.4884  1.9519
H  1.5016  -1.0094  -1.3928
H  -1.1616  1.4190  -0.6160
C  1.0395  0.1967  0.4311

The value obtained for the orbital gap is 9.5887 eV.

C16H33ClCoP2 | wB97M-V/def2-TZVPD

Geometry (Å):
H  3.3295  -2.1797  1.6172
H  1.9345  -0.2798  -3.9276
H  0.7155  -1.7003  0.5516
H  -1.6867  0.0051  -1.9974
Co  0.5183  0.9496  -1.3466
C  2.1282  2.1738  -2.7358
C  -3.7400  -1.4967  0.4232
H  -3.1702  -2.4390  0.4108
P  -2.7801  -0.2553  1.3370
H  3.0364  1.3946  -0.8109
H  -3.5725  1.2566  -0.3965
C  -0.4552  1.6465  -2.7428
H  -1.2338  2.3722  -2.4709
H  -2.5747  0.7045  3.5158
C  2.5612  0.4166  2.0240
C  -3.2921  1.3474  0.6627
H  -2.4365  2.0369  0.7539
H  -4.1535  1.7600  1.2089
H  -1.0539  -0.6526  -0.2021
H  2.9059  2.0089  -3.4893
H  2.2008  -0.9346  -0.9977
H  1.9373  -3.2163  2.0824
C  -0.7264  0.2574  -2.4869
C  -0.9523  -0.3906  0.8869
H  3.2518  0.7320  2.8270
H  2.0258  1.3167  1.6788
Cl  0.4236  2.6761  0.0123
H  -0.3531  -2.3071  1.8137
C  1.4628  -0.8269  -3.0830
H  3.0435  -2.5927  3.3394
C  0.7352  -0.4340  4.1342
H  -0.3616  -0.8026  -4.2782
C  -2.8732  -0.2732  3.1089
H  -3.9028  -0.5167  3.4174
H  0.5028  3.2593  -3.6171
H  3.1985  0.0689  1.1975
H  -0.4971  0.6304  0.9175
C  2.3235  1.1366  -1.6314
C  -0.0522  -0.8686  -3.2287
H  1.8483  -1.8537  -3.1570
H  2.2694  3.1677  -2.2805
H  1.2336  0.3889  4.6411
H  -2.1838  -1.0642  3.4334
C  1.8657  -0.2182  -1.7559
H  0.8418  1.7044  -4.4721
C  0.7477  2.1970  -3.4871
H  -0.0385  -0.9999  4.6793
P  1.4586  -0.9182  2.6922
H  -0.4594  -1.8205  -2.8667
C  2.5542  -2.3594  2.3877
C  0.1260  -1.3889  1.4319
H  -4.7273  -1.6836  0.8826
H  -3.9036  -1.1346  -0.6072

The value obtained for the orbital gap (spin up / spin down) is 3.5175 / 6.7580 eV. As for the spin multiplicity: 4.

C4H7NO | wB97M-V/def2-TZVPD

Geometry (Å):
H  -1.7198  -0.4441  1.0549
H  1.6754  -1.4812  0.3237
C  0.5923  0.5048  -0.2944
C  -0.5851  1.3032  0.2185
N  1.9063  0.6250  -0.0817
C  -0.1365  -0.6756  -0.4696
H  -0.4839  1.7204  1.2239
H  -0.9428  2.0786  -0.4648
H  -2.2421  -0.0179  -0.5920
C  -1.3912  -0.0334  0.0965
H  -0.0382  -1.4844  -1.1863
H  0.8438  -1.6315  0.4973
O  2.5219  -0.4641  -0.3259

The value obtained for the orbital gap is 8.5534 eV.

C39H44ClN2O2P2Ti | wB97M-V/def2-TZVPD

Geometry (Å):
H  0.7014  4.2201  2.2001
H  -3.9876  -1.8926  -0.1336
P  2.6142  0.1497  3.4330
H  -6.2765  -0.9730  -0.2370
C  1.4643  0.6460  -0.0244
H  1.4767  -0.4999  -2.4483
C  -0.8400  2.1874  -2.4986
H  -2.0918  2.0079  2.9601
H  -6.8736  0.6648  -1.9961
C  -3.2993  -0.8102  -1.8483
H  2.5337  -0.4337  5.7965
C  -4.2597  -1.2003  -0.9220
H  -3.6040  -2.8682  -3.2911
C  -4.9188  0.6405  -2.8830
H  -1.1707  3.4357  3.5324
H  1.0689  3.4135  0.6525
H  0.4145  -2.6482  -1.8995
C  4.0924  0.8658  2.6025
C  -0.3361  -3.1702  -2.4815
C  -0.8867  3.3200  -3.3059
C  3.2405  0.1112  5.1692
C  3.2351  2.9239  -2.4986
C  0.7189  3.2544  1.6708
H  0.9626  -4.7420  -3.1343
H  -0.8015  -5.8971  -4.4359
H  3.3029  1.1358  5.5408
H  3.7248  3.8892  -2.5203
H  -0.6425  1.2299  -2.9707
C  -1.1163  4.5661  -2.7400
H  2.4123  0.3740  -4.5601
C  -2.6039  -3.2817  -3.2536
C  2.7929  -1.6351  3.0068
C  -1.5165  3.5964  0.9065
C  2.7251  2.4154  -1.3133
O  -2.6460  1.0090  0.6144
O  -2.1191  0.0443  1.5381
C  -2.3107  -4.4547  -3.9398
H  -1.9360  -2.4383  1.3919
H  1.9399  1.0327  0.8824
C  -1.0159  2.2433  -1.1148
C  2.0733  1.1736  -1.2483
H  4.8520  -1.7472  3.6045
C  -1.1102  2.4752  2.9978
H  -3.0862  -4.9530  -4.5090
H  3.2138  -5.3619  2.0426
H  4.2227  -0.3571  5.2574
H  1.0707  -4.2464  1.6961
C  -1.6206  -2.6276  -2.5172
C  -5.8756  0.2451  -1.9593
C  -5.5419  -0.6763  -0.9759
Ti  -0.8468  0.6200  0.2969
C  4.1705  -3.6243  2.8613
C  1.7009  -2.3439  2.4739
H  -0.4251  1.8154  3.5331
P  0.0987  -1.4885  2.1309
C  3.1164  2.1861  -3.6616
C  -1.2646  3.5154  -0.5775
H  -0.7248  3.2310  -4.3750
H  -1.4802  5.6282  -0.9076
C  4.0077  -2.2902  3.1956
H  -2.5381  3.2843  1.1177
H  2.8390  2.9988  -0.4058
H  1.5391  -0.4451  -0.0132
H  -1.1382  5.4564  -3.3578
H  1.4028  2.5819  2.1865
C  -1.9006  -1.3596  -1.7442
H  5.0239  0.3781  2.8963
H  -0.9751  -3.7161  2.1823
H  5.1263  -4.1114  3.0108
C  3.1023  -4.3210  2.3209
H  -5.1646  1.3739  -3.6413
H  -0.6049  -3.1757  0.5131
C  2.4990  0.9458  -3.6446
C  -1.3040  4.6589  -1.3665
H  -0.0216  -0.6378  4.4112
C  -0.0413  -4.3357  -3.1671
C  -0.9376  -2.8623  1.5025
H  3.9710  0.7862  1.5218
C  -0.5984  -1.3540  3.8262
N  -1.0136  -0.8319  -1.0309
H  -0.6017  -2.3204  4.3345
H  -2.8865  0.4393  -3.5382
H  -1.6152  -0.9743  3.7236
C  1.8862  -3.6844  2.1287
H  4.1569  1.9247  2.8605
H  -1.3761  4.6203  1.2874
C  -3.6369  0.1107  -2.8308
C  -1.0307  -4.9842  -3.8994
Cl  3.7549  2.8214  -5.1671
C  1.9875  0.4574  -2.4563
N  -0.6220  2.6703  1.6334

As for the charge: -1. The value obtained for the orbital gap is 6.5338 eV.

C8H7ClO2 | wB97M-V/def2-TZVPD

Geometry (Å):
C  1.0027  -2.0524  0.5018
C  1.0719  -1.3151  1.6754
C  0.4255  -1.5024  -0.6227
C  -0.7790  0.2866  -1.7887
H  -1.4795  1.8423  1.3645
O  -0.1121  0.6080  -2.8703
H  1.3913  -3.0600  0.4621
H  1.5182  -1.7416  2.5603
O  -0.9496  2.5290  -0.4721
C  -0.0212  0.5410  0.5853
H  0.3711  -2.0647  -1.5425
C  -0.6029  1.9541  0.6777
C  -0.1075  -0.2089  -0.5939
H  0.6618  0.5667  2.6034
H  0.1684  2.5479  1.2179
C  0.5847  -0.0248  1.7028
H  -0.6767  1.0100  -3.5508
Cl  -2.4671  0.0841  -1.9103

The value obtained for the orbital gap (spin up / spin down) is 7.8243 / 6.5365 eV.